Run one
A cluster of 2 separate species, C4H6O in total, computed with ωB97M-V/def2-TZVPD.

Computed properties:
E_LUMO = 0.78 eV
Kohn-Sham gap = 10.4 eV
Net charge = 0
SMILES = C1=CC1.C=O

Geometry (Å):
C: -0.5310 0.0874 1.0323
C: -0.8754 0.9912 0.1750
C: -1.3780 -0.3900 -0.1122
H: 0.0068 -0.1853 1.9276
H: -0.8172 2.0028 -0.1945
H: -2.4302 -0.6186 0.0648
H: -0.9258 -0.9591 -0.9312
C: 1.7402 -0.2295 -0.4872
O: 1.3034 -0.1706 -1.6088
H: 1.9090 -1.1968 0.0281
H: 1.9982 0.6685 0.1061

***

Run two
A structure of composition C4H6O, computed with ωB97M-V/def2-TZVPD.

Computed properties:
E_LUMO = 1.17 eV
Kohn-Sham gap = 10.5 eV
Net charge = 0

Geometry (Å):
C: -1.1924 -0.4764 -0.1872
C: -0.0483 -0.1300 0.7029
C: 1.2653 -0.1771 -0.0496
O: 0.7228 0.5017 -1.2013
C: -0.4492 0.7775 -0.4485
H: -2.1927 -0.3826 0.2167
H: -1.0253 -1.3014 -0.8738
H: -0.1867 0.1348 1.7448
H: 1.6611 -1.1718 -0.2577
H: 2.0305 0.4744 0.3874
H: -0.5760 1.7386 0.0110

***

Energy ordering: run two at the bottom, the next structure 83.9 kJ/mol above.

***

Run one
An isolated molecule of C4H7ClS, computed with ωB97M-V/def2-TZVPD.

Computed properties:
E_LUMO = -0.30 eV
Kohn-Sham gap = 8.4 eV
Net charge = 0
SMILES = S=CCCCCl

Geometry (Å):
S: -2.1273 2.3211 1.3772
C: -1.0337 1.5182 0.3976
C: -1.0509 0.0981 -0.0179
C: 0.1550 -0.5405 -0.7089
C: 1.3841 -0.9116 0.1722
Cl: 2.5271 0.3903 0.5821
H: -0.0717 2.0872 0.0971
H: -1.8771 0.0005 -0.6494
H: -1.3049 -0.4722 0.8401
H: 0.5349 -0.0020 -1.5915
H: -0.2136 -1.5167 -1.0622
H: 1.9244 -1.5347 -0.4723
H: 1.1537 -1.4378 1.0360

***

Run two
An isolated molecule of C4H7ClS, computed with ωB97M-V/def2-TZVPD.

Computed properties:
E_LUMO = 0.80 eV
Kohn-Sham gap = 9.4 eV
Net charge = 0
SMILES = ClCC[C@H]1CS1

Geometry (Å):
Cl: -2.1110 -1.4139 -0.1924
C: -1.4394 0.1266 0.6451
C: -0.4721 0.8260 -0.5067
C: 0.6124 -0.1543 -0.6345
C: 1.5901 -0.4399 0.3314
S: 0.7151 -1.9123 -0.0730
H: -0.6355 -0.1759 1.3218
H: -2.3737 0.7326 0.9532
H: -0.1894 1.8035 -0.2225
H: -1.2320 0.8353 -1.3827
H: 1.1861 0.0004 -1.4586
H: 2.6969 -0.5584 -0.0043
H: 1.6524 0.3305 1.2232

***

Energy ordering: run one at the bottom, the next structure 169.7 kJ/mol above.

***

Run one
An isolated molecule of C4H7ClS, computed with ωB97M-V/def2-TZVPD.

Computed properties:
E_LUMO = 0.88 eV
Kohn-Sham gap = 9.6 eV
Net charge = 0
SMILES = CSC/C=C\Cl

Geometry (Å):
C: 1.6931 1.2873 -0.0233
S: 0.0664 2.0454 0.3309
C: -1.0147 0.6940 -0.0890
C: -0.9683 -0.3726 0.9159
C: -0.5368 -1.6199 0.6491
Cl: 0.1317 -2.0661 -0.9234
H: 1.9216 1.2016 -1.0998
H: 2.4136 1.9844 0.3985
H: 1.8448 0.3168 0.4789
H: -1.9750 1.2341 -0.2185
H: -0.6904 0.3144 -1.0197
H: -1.4585 -0.1450 1.8525
H: -0.3969 -2.4410 1.2952

***

Run two
An isolated molecule of C4H7ClS, computed with ωB97M-V/def2-TZVPD.

Computed properties:
E_LUMO = -0.60 eV
Kohn-Sham gap = 8.5 eV
Net charge = 0
SMILES = CC(C)(Cl)C=S

Geometry (Å):
C: -0.9732 0.5658 0.8798
C: 0.0492 0.2064 -0.2762
C: 1.2696 -0.4546 0.3932
Cl: 0.4958 1.9569 -0.9757
C: -0.4830 -0.4878 -1.4097
S: -0.8416 -2.0662 -1.5591
H: -1.3402 -0.3087 1.4771
H: -0.3654 1.2682 1.4943
H: -1.8514 1.0161 0.4282
H: 1.7197 0.2568 1.1881
H: 2.1468 -0.6818 -0.2314
H: 0.8944 -1.3813 0.9309
H: -0.7207 0.1102 -2.3396

***

Energy ordering: run one at the bottom, the next structure 22.0 kJ/mol above.

***

Run one
An isolated molecule of C3H4ClNO2, computed with ωB97M-V/def2-TZVPD.

Computed properties:
E_LUMO = 0.26 eV
Kohn-Sham gap = 10.6 eV
Net charge = 0
SMILES = CC(=O)N(Cl)C=O

Geometry (Å):
C: -1.1288 0.8933 0.3027
C: 0.3207 0.8600 0.3320
O: 0.9670 1.8549 0.4818
N: 0.9399 -0.3042 -0.1591
Cl: 2.6225 -0.3561 -0.6151
C: 0.3046 -1.6290 -0.3010
O: 0.9344 -2.5138 -0.8810
H: -1.3097 1.7969 -0.4764
H: -1.5035 -0.0278 -0.1016
H: -1.4909 1.0912 1.3509
H: -0.6562 -1.6655 0.0669

***

Run two
A cluster of 2 separate species, C3H4ClNO2 in total, computed with ωB97M-V/def2-TZVPD.

Computed properties:
E_LUMO = 0.33 eV
Kohn-Sham gap = 9.2 eV
Net charge = 0

Geometry (Å):
C: 1.9343 -0.6161 -0.3545
C: 0.1002 0.6448 -0.3949
C: -1.9796 0.5621 0.5468
N: 1.8355 -1.7467 -0.8250
O: 0.0716 1.6282 -1.0848
O: -0.6779 -0.0198 0.3920
Cl: 3.3005 0.0452 0.5027
H: -1.8932 1.4650 0.9554
H: -2.7085 -0.1084 1.2165
H: -2.4312 0.6089 -0.5432
H: 2.4482 -2.4634 -0.4109

***

Energy ordering: run one at the bottom, the next structure 177.6 kJ/mol above.

***

Run one
An isolated molecule of CH3NO, computed with ωB97M-V/def2-TZVPD.

Computed properties:
E_LUMO = 0.98 eV
Kohn-Sham gap = 11.5 eV
Net charge = 0
SMILES = C=NO

Geometry (Å):
C: 0.7124 -0.1354 -0.0935
N: -0.3146 -0.8671 -0.0294
O: -1.5390 -0.2112 -0.0393
H: 0.6240 0.9372 0.0055
H: 1.7136 -0.4796 0.1318
H: -1.1964 0.7560 0.0250

***

Run two
An isolated molecule of CH3NO, computed with ωB97M-V/def2-TZVPD.

Computed properties:
E_LUMO = 0.91 eV
Kohn-Sham gap = 11.0 eV
Net charge = 0
SMILES = C=NO

Geometry (Å):
C: 0.3344 0.2653 -0.5637
N: 0.2032 0.5563 0.6387
O: -0.6171 -0.1852 1.3790
H: -0.3063 -0.3846 -1.1937
H: 1.1381 0.8320 -1.0724
H: -0.7524 -1.0838 0.8121

***

Run three
An isolated molecule of CH3NO, computed with ωB97M-V/def2-TZVPD.

Computed properties:
E_LUMO = 0.83 eV
Kohn-Sham gap = 10.7 eV
Net charge = 0
SMILES = NC=O

Geometry (Å):
N: 0.7449 0.0102 0.0144
C: -0.6045 0.1436 -0.2147
O: -1.3294 1.0642 -0.3360
H: 1.3056 0.7005 0.5845
H: 1.1691 -1.0334 0.1295
H: -1.2858 -0.8852 -0.1778

***

Run four
An isolated molecule of CH3NO, computed with ωB97M-V/def2-TZVPD.

Computed properties:
E_LUMO = 0.57 eV
Kohn-Sham gap = 11.1 eV
Net charge = 0
SMILES = [H]/N=C/O

Geometry (Å):
H: -1.4959 1.0362 0.0155
N: -1.3175 -0.0060 0.0037
C: -0.0508 0.0111 -0.0520
O: 0.6802 -1.1013 0.0128
H: 0.5535 0.9722 0.0104
H: 1.6305 -0.9123 0.0095

***

Energy ordering: run four at the bottom, the next structure 5.0 kJ/mol above.

***

Run one
A cluster of 2 separate species, C10H16O in total, computed with ωB97M-V/def2-TZVPD.

Computed properties:
E_LUMO = 0.83 eV
Kohn-Sham gap = 9.2 eV
Net charge = 0
SMILES = Cc1ccc(O)cc1.CCC

Geometry (Å):
C: 2.8232 1.5335 1.2291
C: 1.6367 0.6053 1.3390
C: 0.4820 1.1369 1.8849
C: -0.6503 0.3597 2.0569
C: -0.5901 -0.9767 1.6538
O: -1.6874 -1.7845 1.8074
C: 0.5323 -1.4897 0.9981
C: 1.6992 -0.7495 0.9483
H: 3.7671 1.0152 1.0556
H: 2.9120 2.0982 2.1561
H: 2.7187 2.2039 0.3710
H: 0.4879 2.1545 2.2551
H: -1.6375 0.5693 2.4525
H: -1.5814 -2.5487 1.1913
H: 0.4601 -2.4218 0.4431
H: 2.6406 -1.1150 0.5630
C: -0.5105 -0.7637 -2.7062
C: -1.9102 -0.2119 -2.3071
C: -1.7028 0.7794 -1.1530
H: 0.2682 -0.5171 -1.9797
H: -0.2273 -0.4029 -3.6878
H: -0.4673 -1.8537 -2.6503
H: -2.3944 0.2969 -3.1430
H: -2.5402 -1.0850 -2.1184
H: -1.1150 0.3375 -0.3503
H: -0.9226 1.4300 -1.5782
H: -2.4909 1.3998 -0.7310

***

Run two
A cluster of 2 separate species, C10H16O in total, computed with ωB97M-V/def2-TZVPD.

Computed properties:
E_LUMO = 0.78 eV
Kohn-Sham gap = 9.2 eV
Net charge = 0
SMILES = Cc1ccc(O)cc1.CCC

Geometry (Å):
C: -1.4610 1.4443 -2.0754
C: -0.1453 0.5975 -2.0873
C: -0.0835 -0.7430 -2.3859
C: 1.1613 -1.3376 -2.5162
C: 2.2838 -0.4806 -2.3070
O: 3.4816 -1.1346 -2.4946
C: 2.1894 0.8012 -1.8248
C: 0.9242 1.3754 -1.6328
H: -1.1121 2.4334 -1.8051
H: -2.0157 1.0878 -1.1884
H: -2.1759 1.4601 -2.8958
H: -1.0347 -1.2512 -2.5044
H: 1.3620 -2.3921 -2.6069
H: 4.0902 -0.9857 -1.7863
H: 3.0711 1.3294 -1.4674
H: 0.8033 2.3616 -1.2131
C: -1.5227 -0.1290 1.8103
C: -1.5095 -0.8044 3.2565
C: -0.2072 -0.4504 3.9445
H: -2.4828 0.2906 1.5412
H: -1.3888 -1.0107 1.1756
H: -0.8274 0.6971 1.8019
H: -2.4103 -0.3774 3.7003
H: -1.5908 -1.8936 3.2372
H: 0.2183 0.5670 3.7789
H: -0.3196 -0.5600 5.0207
H: 0.7021 -0.8954 3.5244

***

Energy ordering: run one at the bottom, the next structure 74.9 kJ/mol above.